16
Properties=species:S:1:pos:R:3:lowdin_charge:R:1 method="wB97M-V/def2-TZVPD" fmax_ev_per_a=0.4 total_charge=+1 smiles=N[n+]1cc(P(O)Cl)ccn1 orbital_gap_ev=8.7 e_homo_ev=-13.75
N 0.808 -0.003 -2.575 0.16
N 0.021 0.092 -1.425 -0.16
C 0.567 -0.193 -0.251 0.01
C -0.212 -0.123 0.895 -0.37
P 0.482 -0.478 2.581 0.58
O 1.834 -1.209 2.024 -0.35
Cl 1.142 1.425 2.881 0.30
C -1.540 0.201 0.732 -0.02
C -2.012 0.439 -0.560 -0.04
N -1.238 0.399 -1.624 0.16
H 0.200 0.241 -3.354 0.12
H 1.538 0.704 -2.519 0.13
H 1.608 -0.488 -0.232 0.15
H 2.069 -1.951 2.601 0.07
H -2.216 0.268 1.576 0.13
H -3.051 0.678 -0.748 0.14